(1)
Below is a structure of composition C12H9Cl2FeN2O3PS in a non-equilibrium geometry, with properties calculated with the ωB97M-V functional and the def2-TZVPD basis.

The expectation value of S² is 8.762. The calculation puts the max |F| at 3.0 eV/Å. The value obtained for the HOMO-LUMO gap (spin up / spin down) is 5.46 / 4.67 eV. Its charge is +3. Its multiplicity is 6. Its highest occupied orbital energy (spin up / spin down) is -18.63 / -18.63 eV.

Geometry (Å):
Fe: 2.351515 0.635473 -3.553936
Cl: -3.000007 -1.764474 1.217318
Cl: -0.604026 0.117610 3.767697
S: 3.300476 -4.169934 0.371961
P: 0.715208 0.973572 2.532646
O: 0.527919 2.561046 2.574689
O: 3.250888 -0.868084 -2.934180
O: 3.421410 0.036328 1.623803
N: 4.471946 -1.779252 -0.377844
N: 3.609276 -0.648004 -0.613864
C: -3.416104 0.732186 0.038691
C: 1.491967 -0.222891 -1.293348
C: -3.584768 -0.787565 -0.179168
C: 2.879453 -0.639881 -1.745234
C: -0.844924 0.655446 0.070273
C: 0.271819 -0.090859 -1.997606
C: 0.409079 0.554926 0.759455
C: -0.851761 0.322907 -1.298542
C: 3.823214 -2.787073 -0.000301
C: 2.925471 -0.121498 0.552316
C: -2.093440 1.109584 0.786268
C: 1.506721 0.109477 0.068351
H: -2.081875 2.215922 0.833541
H: 0.790366 2.844918 3.479435
H: -3.108450 -1.161944 -1.091806
H: -4.230625 1.052025 0.706445
H: -3.537723 1.320541 -0.882482
H: 0.238478 -0.322979 -3.077688
H: -1.773628 0.410973 -1.875207
H: -2.197308 0.701710 1.795320
H: -4.660573 -0.990209 -0.257012

Cartesian forces (eV/Å) of the 2 atoms listed first:
Fe -0.247 0.510 -0.910
Cl 0.086 0.275 -0.366

(2)
Below is a structure of composition C12H9Cl3F6N4O6PdS2, with properties calculated with the ωB97M-V functional and the def2-TZVPD basis.

The expectation value of S² is 2.004. The calculation puts the max |F| at 0.2 eV/Å. The calculation puts the relative energy (zero: lowest compared OMol25 entry of this formula, charge and spin) at 0.000 eV. The value obtained for the HOMO-LUMO gap (spin up / spin down) is 8.61 / 6.50 eV. Its charge is 0. Its multiplicity is 3. Its highest occupied orbital energy (spin up / spin down) is -8.76 / -8.71 eV.

Geometry (Å):
Pd: 0.047486 1.234654 0.233507
Cl: 1.609831 -0.619104 -0.488043
Cl: 5.105502 -3.035384 2.820866
Cl: 0.898839 -0.353956 4.858495
S: 0.572526 3.849989 1.109978
S: -0.400713 6.395808 0.508374
F: -0.053547 6.395257 -2.098533
F: -1.993753 7.085398 -1.428146
F: 1.028552 2.790100 3.452739
F: 0.071537 4.730760 3.520352
F: 2.176053 4.576093 3.034691
F: -1.520952 4.969790 -1.388449
O: -1.837916 0.728029 -2.427940
O: -0.745474 3.205470 1.073950
O: 1.582877 2.930776 0.576346
O: -1.514995 6.101473 1.354627
O: 0.290197 0.234402 2.067189
O: 0.231838 7.669654 0.540676
N: -3.802243 -0.647323 0.102302
N: 0.733744 5.248858 0.519277
N: -2.349558 -0.466533 1.957462
N: -1.761543 0.230513 -0.184940
C: 3.283685 -1.744110 1.306071
C: 1.375388 -0.493185 2.208826
C: -3.753053 -0.292599 -1.303981
C: -4.958001 -1.252576 0.721898
C: 2.953067 -1.637681 3.682992
C: -2.351635 0.290475 -1.431107
C: 1.826049 -0.868456 3.490092
C: -2.639990 -0.304176 0.677817
C: 0.988417 3.997994 2.907634
C: -1.026506 6.197929 -1.213577
C: 2.143665 -0.977292 1.149692
C: 3.684538 -2.070933 2.585799
H: -5.773211 -0.533992 0.820635
H: -1.399034 -0.241293 2.270802
H: -3.867053 -1.164446 -1.950796
H: 3.259942 -1.896917 4.686224
H: -4.505459 0.451198 -1.571718
H: 3.842772 -2.083245 0.445661
H: -4.709270 -1.635816 1.708567
H: -5.298505 -2.094228 0.118497
H: -3.022596 -0.827376 2.606893

Cartesian forces (eV/Å) of the 2 atoms listed first:
Pd -0.002 0.184 0.059
Cl 0.058 -0.009 -0.030

(3)
Below is the molecule C12H9ClO4 in a non-equilibrium geometry, with properties calculated with the ωB97M-V functional and the def2-TZVPD basis.

As for the structure (SMILES): CC(=O)Oc1cc2oc(=O)cc(C)c2cc1Cl. The calculation puts the max |F| at 1.0 eV/Å. The calculation puts the relative energy (zero: lowest compared OMol25 entry of this formula, charge and spin) at 0.000 eV. The value obtained for the HOMO-LUMO gap is 8.72 eV. Its charge is 0. Its multiplicity is 1. Its highest occupied orbital energy is -8.92 eV.

Geometry (Å):
Cl: -2.566164 1.772073 -0.360962
O: -2.508852 -1.199242 -0.617316
O: -3.198724 -0.688556 1.464264
O: 4.342719 -1.997309 -0.018193
O: 2.163890 -1.653809 -0.191631
C: -1.160110 0.779692 -0.274156
C: 3.602662 0.239332 0.155120
C: 0.078718 1.353644 -0.090783
C: 1.233733 0.567166 -0.049644
C: 3.447924 -1.193120 -0.016427
C: 1.105442 -0.823387 -0.206328
C: -1.280188 -0.610477 -0.410991
C: -4.746126 -1.673411 -0.102403
C: 2.563917 1.102060 0.143036
C: -0.150469 -1.402196 -0.378504
C: 2.758912 2.570356 0.323161
C: -3.434940 -1.124568 0.375653
H: 3.811610 2.799666 0.460498
H: -5.357474 -1.954195 0.749611
H: 0.147574 2.423236 0.017574
H: -5.259740 -0.897247 -0.667516
H: 2.206892 2.919660 1.194122
H: 4.618302 0.574907 0.294958
H: 2.393204 3.109867 -0.548997
H: -4.580293 -2.522609 -0.758538
H: -0.232416 -2.471545 -0.485612

Cartesian forces (eV/Å) of the 2 atoms listed first:
Cl -0.075 0.172 -0.067
O 0.403 -0.010 -0.491

(4)
Below is a structure of composition C12H9F5FeNO7Se in a non-equilibrium geometry, with properties calculated with the ωB97M-V functional and the def2-TZVPD basis.

The expectation value of S² is 1.126. The calculation puts the max |F| at 1.4 eV/Å. The calculation puts the relative energy (zero: lowest compared OMol25 entry of this formula, charge and spin) at 1.025 eV. The value obtained for the HOMO-LUMO gap (spin up / spin down) is 6.74 / 8.41 eV. Its charge is 0. Its multiplicity is 2. Its highest occupied orbital energy (spin up / spin down) is -8.75 / -8.75 eV.

Geometry (Å):
Se: 2.804344 0.311769 -0.795422
Fe: 0.491420 -0.252637 -0.807196
F: 1.937518 1.724974 -3.420215
F: 2.996697 1.543187 -5.877732
F: 5.127428 -1.385835 -1.839128
F: 6.183505 -1.520723 -4.297922
F: 5.128474 -0.069060 -6.321573
O: 0.188765 -1.042584 -2.366061
O: 0.147555 -1.703285 0.194311
O: -1.517767 0.931293 2.951159
O: -1.280007 -1.181193 -4.040468
O: 0.245927 -3.216053 1.822224
O: -0.720451 0.863650 0.868692
O: 1.708468 -0.068863 1.815403
N: -0.503228 1.331304 -1.694753
C: 4.576795 -0.650830 -2.803959
C: -0.697113 -0.535581 -3.211537
C: 5.133619 -0.734498 -4.068666
C: 2.970409 0.894317 -3.607894
C: 4.594351 0.002165 -5.104905
C: 1.870578 -1.492542 1.854007
C: 0.673935 -2.226507 1.277876
C: 3.482636 0.164077 -2.545145
C: -0.549851 0.739763 2.063147
C: 0.770798 0.425044 2.725452
C: 3.506189 0.824169 -4.877526
C: -0.850949 0.954608 -3.073773
H: -1.847475 1.269834 -3.373167
H: 0.022604 2.196257 -1.646354
H: 2.047648 -1.829433 2.874608
H: 0.592241 -0.243053 3.571107
H: -0.132064 1.397213 -3.754838
H: 2.747977 -1.700254 1.243289
H: -1.320923 1.429895 -1.105696
H: -2.332476 1.149274 2.470810
H: 1.145425 1.374040 3.120245

Cartesian forces (eV/Å) of the 2 atoms listed first:
Se -0.276 0.142 0.544
Fe -0.553 1.300 0.093